This record from OMol25 describes a molecular structure, C54H64IrN4OP4SSe2. The level of theory is ωB97M-V/def2-TZVPD.

E_HOMO (alpha / beta) (eV): -11.85 / -11.85
Total energy (hartree): -9060.83641
Total charge: +2
2S+1: 2
Molecular weight (g mol⁻¹): 1291.23
Largest force on an atom (Eh/bohr): 0.003
⟨S²⟩: 0.7869
Frontier orbital gap (alpha / beta) (eV): 7.38 / 4.61

Structure (XYZ):
```
131
Properties=species:S:1:pos:R:3:forces:R:3:lowdin_spin:R:1
Ir 0.0020 1.2638 0.1907 -0.078 0.115 0.039 0.076
C 1.7795 0.2575 -3.3515 -0.005 0.001 0.039 0.001
C 0.8380 1.4513 -3.3347 -0.061 0.124 0.028 0.007
C 1.3151 2.3868 -4.4586 -0.062 0.008 -0.023 0.000
P 0.6458 2.3829 -1.7213 0.025 -0.002 0.011 0.008
C 2.1088 3.5317 -1.6821 0.014 -0.002 -0.016 0.002
C 1.8053 5.0048 -1.9664 -0.005 0.009 0.013 -0.001
C 2.9345 3.3431 -0.4112 0.009 -0.011 -0.005 0.000
C -0.9330 3.2523 -2.1149 0.055 0.010 -0.029 0.104
C -1.1246 4.2195 -3.0857 -0.024 -0.022 0.044 -0.004
C -2.3852 4.7590 -3.3361 -0.006 0.005 -0.003 0.147
C -3.4865 4.3530 -2.5901 -0.008 0.022 -0.010 -0.011
C -3.3294 3.4248 -1.5895 0.013 -0.009 0.002 0.116
C -2.0594 2.8507 -1.3446 -0.014 -0.020 -0.026 0.025
N -1.8386 1.9998 -0.3088 0.032 -0.010 0.019 0.422
C -2.7241 2.0009 0.8074 0.004 0.015 0.015 0.029
C -4.0029 1.4769 0.7873 0.007 -0.011 0.003 0.019
C -4.7772 1.5726 1.9373 -0.004 0.006 -0.003 -0.002
C -4.2619 2.1660 3.0797 0.000 0.031 -0.003 0.015
C -2.9558 2.6487 3.0997 0.019 0.004 -0.019 -0.001
C -2.1670 2.5713 1.9605 -0.022 0.001 -0.022 0.023
P -0.4219 3.0923 1.6943 0.037 -0.048 -0.001 0.005
C 0.3863 3.1401 3.3494 0.003 0.017 0.010 0.001
C 1.9155 3.1773 3.2714 -0.009 -0.016 -0.007 0.000
C -0.0981 4.2413 4.3065 0.014 -0.014 0.000 0.000
C -0.5741 4.8120 0.9952 -0.001 0.005 -0.008 0.002
C 0.6190 5.7263 1.2883 0.009 -0.006 0.006 0.000
C -1.8773 5.5110 1.3923 0.002 0.010 0.008 0.002
H 1.9265 -0.0420 -4.3909 -0.007 -0.018 0.011 0.000
H 1.3975 -0.6040 -2.8204 -0.030 0.017 0.051 0.000
H 2.7614 0.5250 -2.9576 0.033 -0.028 0.035 0.000
H -0.1858 1.1258 -3.5401 0.040 -0.065 -0.009 0.001
H 2.4001 2.4912 -4.4352 0.003 -0.007 0.001 0.000
H 0.8854 3.3814 -4.4629 -0.056 0.019 -0.010 0.000
H 1.0627 1.9218 -5.4117 -0.007 0.007 -0.001 0.000
H 2.7235 3.1646 -2.5065 -0.016 -0.015 -0.010 0.000
H 1.0104 5.4061 -1.3398 -0.006 -0.005 0.003 0.000
H 1.5352 5.1772 -3.0057 0.018 -0.008 -0.012 0.000
H 2.7059 5.5885 -1.7728 -0.005 0.003 0.005 0.000
H 3.7585 4.0585 -0.4105 0.001 -0.004 0.001 0.000
H 3.3523 2.3403 -0.3577 0.005 -0.018 0.003 0.000
H 2.3474 3.4930 0.4926 0.000 -0.002 0.009 0.000
H -0.2997 4.6019 -3.6579 0.039 0.010 -0.030 -0.002
H -2.4991 5.5087 -4.1073 0.009 0.000 -0.001 0.007
H -4.4609 4.7814 -2.7802 -0.001 -0.006 -0.002 -0.003
H -4.1760 3.1388 -0.9857 -0.001 -0.002 -0.005 0.006
H -4.3751 0.9888 -0.1042 -0.004 0.000 0.003 0.000
H -5.7843 1.1775 1.9388 -0.001 -0.001 0.001 0.000
H -4.8718 2.2430 3.9702 -0.001 0.000 -0.001 0.001
H -2.5720 3.0704 4.0162 0.033 0.033 0.026 0.000
H 0.0978 2.1672 3.7592 -0.012 0.010 0.002 0.000
H 2.2728 4.1381 2.9040 0.005 0.026 -0.014 0.000
H 2.3335 2.3911 2.6455 -0.008 0.037 0.024 0.000
H 2.3189 3.0461 4.2765 0.001 0.000 -0.001 0.000
H 0.4506 5.1665 4.1433 0.000 -0.007 0.005 0.000
H 0.1068 3.9299 5.3316 -0.004 -0.001 -0.002 0.000
H -1.1563 4.4740 4.2355 -0.048 -0.019 -0.008 0.000
H -0.6083 4.6428 -0.0840 0.000 -0.009 0.004 0.001
H 0.6460 6.0247 2.3336 0.001 -0.001 -0.006 0.000
H 0.5059 6.6389 0.7005 0.004 0.000 0.001 0.000
H 1.5795 5.2890 1.0268 -0.005 0.003 0.012 0.000
H -1.9322 5.6810 2.4684 -0.007 -0.003 -0.008 0.000
H -2.7631 4.9543 1.0893 0.004 0.000 -0.006 0.001
H -1.9115 6.4867 0.9049 -0.001 0.004 0.007 0.000
Se 1.7378 -5.2908 -1.6777 0.023 0.053 -0.006 0.000
P -0.1707 -4.4178 -1.6092 0.013 0.019 0.008 0.000
C -1.1527 -4.9437 -0.1675 0.016 0.013 0.021 0.000
C -0.9180 -6.2111 0.3582 -0.021 -0.006 0.010 0.000
C -1.6405 -6.6545 1.4571 0.010 0.006 0.000 0.000
C -2.5904 -5.8307 2.0445 -0.002 0.002 0.009 0.000
C -2.8248 -4.5636 1.5256 0.015 0.001 0.016 0.000
C -2.1121 -4.1183 0.4208 0.003 0.000 -0.019 0.000
C -1.1809 -4.7137 -3.0744 0.021 -0.001 0.000 0.000
C -2.5685 -4.7952 -3.0014 -0.004 0.002 -0.011 0.000
C -3.3061 -5.0116 -4.1546 0.000 -0.001 0.019 0.000
C -2.6634 -5.1410 -5.3775 0.010 0.002 -0.009 0.000
C -1.2796 -5.0620 -5.4508 -0.017 -0.009 -0.005 0.000
C -0.5360 -4.8548 -4.3005 0.000 -0.017 0.004 0.000
C -0.1985 -2.6041 -1.4281 0.051 0.052 -0.030 0.000
C 0.5846 -1.6572 -0.7674 -0.031 -0.039 0.010 0.000
N -0.1140 -0.4912 -0.8789 -0.014 -0.062 -0.094 0.004
N -1.2252 -0.7034 -1.5566 0.000 0.037 -0.029 0.004
N -1.2926 -1.9607 -1.8950 0.014 -0.039 -0.017 0.001
P 2.2008 -1.5472 -0.0056 -0.024 0.017 0.040 0.000
Se 2.0715 0.2933 1.2071 0.053 -0.066 -0.050 -0.004
C 3.5270 -1.3611 -1.2090 0.026 -0.008 -0.011 0.000
C 3.5754 -2.2009 -2.3210 -0.040 0.037 0.038 0.000
C 4.6083 -2.0694 -3.2326 0.017 0.001 -0.030 0.000
C 5.5946 -1.1097 -3.0400 -0.004 -0.013 -0.004 0.000
C 5.5518 -0.2800 -1.9291 -0.002 -0.004 0.026 0.000
C 4.5192 -0.4039 -1.0097 0.019 -0.008 -0.023 0.000
C 2.5944 -2.9576 1.0171 -0.052 0.003 -0.016 0.000
C 1.5941 -3.7705 1.5386 0.006 -0.025 -0.034 0.000
C 1.9276 -4.8370 2.3531 0.012 -0.021 -0.005 0.000
C 3.2613 -5.0965 2.6407 -0.006 0.001 -0.003 0.000
C 4.2617 -4.2947 2.1088 0.013 0.019 -0.008 0.000
C 3.9338 -3.2232 1.2929 0.026 -0.008 0.024 0.000
H -0.1590 -6.8412 -0.0890 -0.001 -0.002 -0.003 0.000
H -1.4608 -7.6453 1.8530 -0.001 0.001 0.001 0.000
H -3.1560 -6.1805 2.8985 -0.001 -0.003 -0.001 0.000
H -3.5825 -3.9289 1.9694 -0.013 -0.004 -0.002 0.000
H -2.3141 -3.1361 0.0102 -0.003 -0.004 0.010 0.000
H -3.0773 -4.7008 -2.0516 0.000 0.008 0.008 0.000
H -4.3837 -5.0870 -4.0966 -0.001 0.000 -0.001 0.000
H -3.2421 -5.3168 -6.2747 -0.001 0.000 0.000 0.000
H -0.7784 -5.1803 -6.4021 0.001 0.001 0.001 0.000
H 0.5457 -4.8305 -4.3442 -0.001 0.004 0.000 0.000
H 2.8104 -2.9509 -2.4750 -0.001 -0.046 0.003 0.000
H 4.6429 -2.7212 -4.0954 0.004 0.002 0.000 0.000
H 6.4019 -1.0139 -3.7541 -0.006 0.004 -0.004 0.000
H 6.3241 0.4612 -1.7721 0.007 -0.006 0.003 0.000
H 4.4890 0.2438 -0.1436 -0.002 0.004 0.008 0.000
H 0.5604 -3.6003 1.2738 0.007 -0.014 -0.022 0.000
H 1.1486 -5.4835 2.7361 -0.002 -0.005 -0.003 0.000
H 3.5245 -5.9385 3.2670 -0.001 0.000 0.000 0.000
H 5.3003 -4.5105 2.3191 -0.001 0.002 0.000 0.000
H 4.7190 -2.6141 0.8626 -0.005 -0.004 0.002 0.000
O -1.0319 -0.0780 1.5732 -0.026 -0.051 -0.017 -0.001
S -0.9265 -0.2728 3.0902 0.006 0.002 0.020 0.000
C -2.5329 -0.9009 3.6001 0.002 -0.006 0.010 0.000
C -2.2226 -1.6965 4.8653 -0.002 0.006 0.000 0.000
C -0.8598 -2.4112 4.6698 0.002 -0.001 0.007 0.000
C -0.2291 -1.9053 3.3703 -0.029 0.007 -0.017 0.000
H -2.8702 -1.5251 2.7688 0.007 0.000 -0.003 0.000
H -3.2256 -0.0773 3.7445 0.017 -0.014 0.000 0.000
H -3.0272 -2.4013 5.0651 0.000 -0.006 -0.008 0.000
H -2.1752 -1.0230 5.7208 -0.006 -0.002 0.005 0.000
H -0.9832 -3.4908 4.6005 -0.002 -0.002 -0.001 0.000
H -0.2045 -2.2191 5.5168 0.003 0.001 0.000 0.000
H -0.5656 -2.4764 2.5028 -0.009 0.020 0.032 0.000
H 0.8558 -1.8488 3.3728 0.006 0.002 0.008 0.000
```
Positions in Å, forces in eV/Å.